1.
DFT (wB97M-V/def2-TZVPD) results for a single C5H8O molecule.

Calculated values
**Structure (SMILES)**: C#CC(C)(C)O
**Electronic energy**: -270.478035 hartree
**Charge**: 0
**F_max**: 0.6 eV/A
**Relative energy (zero: lowest compared OMol25 entry of this formula, charge and spin)**: 50.1 kcal per mole
**2S+1**: 1

Each line ends with the Mulliken charge.
Geometry (Å):
C 1.830 0.583 1.656  -0.054
C 1.084 0.361 0.735  -0.984
C -0.117 -0.105 0.003  1.566
C -0.910 1.038 -0.639  -1.411
C 0.193 -1.223 -0.989  -1.484
O -0.933 -0.709 1.009  -0.537
H 2.433 0.710 2.526  0.408
H -1.008 1.876 0.060  0.333
H -0.459 1.409 -1.564  0.349
H -1.911 0.652 -0.858  0.356
H 0.877 -1.948 -0.541  0.357
H 0.631 -0.839 -1.915  0.361
H -0.748 -1.730 -1.221  0.365
H -0.961 -0.076 1.740  0.374


2.
DFT (wB97M-V/def2-TZVPD) results for 2 unconnected molecules or ions with the total composition C2H6O2 at a distorted geometry.

Calculated values
**Structure (SMILES)**: O=CO.C
**Electronic energy**: -230.250859 hartree
**Charge**: 0
**F_max**: 2.8 eV/A
**Relative energy (zero: lowest compared OMol25 entry of this formula, charge and spin)**: 18.7 kcal per mole
**2S+1**: 1

Each line ends with the Mulliken charge.
Geometry (Å):
O 5.231 2.498 4.902  -0.382
C 4.064 2.386 4.713  0.198
O 3.078 3.214 5.242  -0.440
H 3.570 1.570 4.171  0.298
H 3.081 4.008 4.655  0.326
C -3.887 -2.795 -4.750  -0.957
H -4.823 -2.424 -4.360  0.240
H -3.271 -3.420 -4.105  0.239
H -3.265 -1.876 -4.706  0.244
H -3.778 -3.160 -5.763  0.234


3.
DFT (wB97M-V/def2-TZVPD) results for a molecular structure, CH3BrClN at a distorted geometry.

Calculated values
**Electronic energy**: -3128.663804 hartree
**Charge**: 0
**F_max**: 2.2 eV/A
**Relative energy (zero: lowest compared OMol25 entry of this formula, charge and spin)**: 125.2 kcal per mole
**2S+1**: 1

Each line ends with the Mulliken charge.
Geometry (Å):
C 1.244 -0.068 -0.034  -0.696
N -1.255 -0.001 0.415  -0.163
Cl -1.393 1.482 -0.279  -0.005
Br -2.413 -1.247 -0.144  0.059
H 0.921 0.953 -0.336  0.255
H 1.732 -0.101 0.946  0.254
H 1.164 -1.019 -0.568  0.295


4.
DFT (wB97M-V/def2-TZVPD) results for a single C4H9NO molecule.

Calculated values
**Structure (SMILES)**: CCCC(N)=O
**Electronic energy**: -287.826965 hartree
**Charge**: 0
**F_max**: 0.4 eV/A
**Relative energy (zero: lowest compared OMol25 entry of this formula, charge and spin)**: 3.4 kcal per mole
**2S+1**: 1

Each line ends with the Mulliken charge.
Geometry (Å):
C 2.245 0.203 -0.261  -1.210
C 0.807 0.101 -0.764  -0.270
C -0.210 -0.435 0.250  -0.703
C -1.555 0.279 0.094  0.532
N -2.615 -0.266 0.764  -0.396
O -1.702 1.273 -0.596  -0.618
H 2.849 0.771 -0.977  0.342
H 2.722 -0.774 -0.125  0.299
H 2.288 0.736 0.697  0.343
H 0.459 1.094 -1.059  0.275
H 0.774 -0.513 -1.672  0.274
H -0.363 -1.518 0.155  0.328
H 0.142 -0.270 1.279  0.343
H -3.462 0.283 0.753  0.255
H -2.498 -0.937 1.506  0.207


5.
DFT (wB97M-V/def2-TZVPD) results for 4 unconnected molecules or ions with the total composition C21H53O3PS.

Calculated values
**Structure (SMILES)**: O=S(=O)(O)CCC[PH4].CCCCCC.CCCCCC.CCCCCC
**Electronic energy**: -1797.078709 hartree
**Charge**: 0
**F_max**: 0.6 eV/A
**2S+1**: 1

Each line ends with the Mulliken charge.
Geometry (Å):
O 3.429 -0.490 5.461  -0.624
S 3.241 -0.915 4.114  1.177
O 4.375 -1.122 3.266  -0.614
O 2.413 -2.274 4.189  -0.495
C 2.157 0.239 3.295  -0.152
C 1.116 0.882 4.207  -0.871
C 0.089 -0.082 4.799  -1.099
P -1.129 -0.784 3.530  0.391
H 2.102 -2.507 3.298  0.385
H 2.868 0.976 2.918  0.448
H 1.718 -0.247 2.422  -0.104
H 0.586 1.633 3.609  0.376
H 1.630 1.419 5.004  0.381
H -0.523 0.462 5.528  0.481
H 0.572 -0.897 5.347  0.471
H -2.011 -1.205 4.564  -0.090
H -0.126 -1.663 2.994  -0.014
H -1.358 0.532 3.017  0.007
H -2.057 -1.309 2.533  -0.092
C 3.691 -2.498 0.160  -1.265
C 2.386 -1.735 -0.042  0.552
C 1.614 -2.151 -1.294  -1.062
C 2.368 -1.926 -2.606  -1.027
C 2.833 -0.489 -2.837  -0.325
C 1.692 0.522 -2.891  -0.757
H 4.392 -2.321 -0.657  0.372
H 4.182 -2.192 1.083  0.308
H 3.504 -3.573 0.215  0.306
H 2.589 -0.660 -0.065  0.225
H 1.735 -1.902 0.826  -0.152
H 0.662 -1.614 -1.322  0.321
H 1.359 -3.212 -1.216  0.459
H 1.718 -2.226 -3.433  0.451
H 3.235 -2.590 -2.648  0.340
H 3.387 -0.452 -3.779  0.437
H 3.544 -0.195 -2.060  0.240
H 0.983 0.267 -3.682  0.279
H 2.071 1.524 -3.092  -0.016
H 1.142 0.564 -1.949  0.332
C 4.112 3.171 -4.538  -1.175
C 2.829 3.976 -4.714  -0.498
C 2.036 3.593 -5.962  -0.526
C 2.779 3.799 -7.284  -0.753
C 3.282 5.223 -7.521  -0.364
C 2.168 6.264 -7.562  -1.198
H 4.811 3.339 -5.359  0.403
H 4.622 3.444 -3.613  0.367
H 3.895 2.101 -4.498  0.155
H 3.066 5.044 -4.731  0.383
H 2.189 3.826 -3.840  0.363
H 1.100 4.158 -5.976  0.347
H 1.749 2.539 -5.887  0.274
H 2.111 3.519 -8.104  0.385
H 3.626 3.110 -7.338  0.315
H 3.828 5.244 -8.468  0.377
H 4.008 5.495 -6.749  0.220
H 1.441 6.023 -8.340  0.293
H 2.567 7.257 -7.773  0.382
H 1.634 6.321 -6.613  0.280
C -4.564 -4.314 3.709  -1.212
C -5.100 -3.007 3.133  -0.407
C -5.369 -1.942 4.194  -0.209
C -6.424 -2.317 5.237  -0.833
C -7.792 -2.680 4.661  -0.415
C -8.443 -1.547 3.874  -1.176
H -5.281 -4.783 4.383  0.293
H -4.343 -5.030 2.916  0.389
H -3.642 -4.142 4.269  0.265
H -6.008 -3.206 2.557  0.301
H -4.372 -2.606 2.422  0.353
H -5.661 -1.012 3.698  0.316
H -4.432 -1.722 4.716  0.045
H -6.542 -1.476 5.927  0.392
H -6.061 -3.153 5.841  0.342
H -8.450 -2.968 5.485  0.369
H -7.706 -3.565 4.023  0.227
H -8.559 -0.658 4.498  0.292
H -9.432 -1.836 3.517  0.381
H -7.849 -1.268 3.002  0.275


6.
DFT (wB97M-V/def2-TZVPD) results for 3 unconnected molecules or ions with the total composition C12H22IN4O7 at a distorted geometry.

Calculated values
**Electronic energy**: -1513.602395 hartree
**Charge**: +1
**F_max**: 3.8 eV/A
**Relative energy (zero: lowest compared OMol25 entry of this formula, charge and spin)**: 0.0 kcal per mole
**2S+1**: 1

Each line ends with the Mulliken charge.
Geometry (Å):
O -2.734 -1.577 -1.469  -0.395
C -1.617 -1.899 -1.354  0.208
I -0.500 -2.702 -3.038  0.068
C -0.858 -1.744 0.006  -0.573
N -1.005 -0.418 0.605  -0.148
C -0.790 0.718 -0.027  0.447
N -0.380 0.849 -1.324  -0.368
C -0.302 2.139 -1.654  -0.050
N -0.640 2.851 -0.546  -0.111
N -0.915 1.988 0.421  0.095
H 0.198 -2.084 -0.044  0.391
H -1.351 -2.457 0.704  0.322
H -1.279 -0.362 1.581  0.246
H -0.035 2.581 -2.619  0.430
H -0.675 3.867 -0.509  0.205
H -1.187 2.179 1.381  0.217
C -1.158 -8.406 -1.494  -1.157
C -0.386 -7.102 -1.483  -0.034
O 0.868 -7.241 -0.804  -0.357
C 1.832 -7.857 -1.498  0.771
O 1.737 -8.280 -2.621  -0.542
O 2.915 -7.939 -0.720  -0.339
C 3.998 -8.666 -1.305  -0.633
H -1.272 -8.790 -0.478  0.301
H -2.147 -8.263 -1.931  0.359
H -0.635 -9.170 -2.069  0.322
H -0.952 -6.350 -0.932  0.208
H -0.233 -6.715 -2.493  0.286
H 4.254 -8.271 -2.287  0.295
H 3.742 -9.724 -1.374  0.294
H 4.858 -8.556 -0.648  0.226
C -0.102 10.116 1.535  -1.088
C 1.033 9.141 1.773  -0.173
O 0.636 8.080 2.660  -0.353
C -0.119 7.133 2.124  0.768
O -0.489 7.071 0.976  -0.568
O -0.427 6.247 3.086  -0.353
C -1.320 5.236 2.653  -0.216
H -0.491 10.489 2.485  0.299
H 0.239 10.962 0.938  0.356
H -0.932 9.640 1.014  0.310
H 1.859 9.656 2.262  0.295
H 1.416 8.732 0.837  0.302
H -0.945 4.739 1.755  -0.232
H -2.308 5.659 2.472  0.355
H -1.400 4.499 3.451  0.311


7.
DFT (wB97M-V/def2-TZVPD) results for 3 unconnected molecules or ions with the total composition C10H13F8NO7S at a distorted geometry.

Calculated values
**Structure (SMILES)**: O=CCN(F)S(=O)(=O)F.CCOC(=O)C(F)(F)F.CCOC(=O)C(F)(F)F
**Electronic energy**: -2167.302641 hartree
**Charge**: 0
**F_max**: 4.3 eV/A
**2S+1**: 1

Each line ends with the Mulliken charge.
Geometry (Å):
O -4.501 -4.706 -0.720  -0.421
C -3.538 -4.028 -0.528  -0.054
C -3.724 -2.497 -0.456  -0.304
N -4.392 -2.044 0.764  0.138
F -5.496 -1.261 0.503  -0.202
S -3.332 -1.318 1.876  1.129
O -2.819 -2.278 2.823  -0.548
O -2.298 -0.482 1.296  -0.451
F -4.280 -0.349 2.711  -0.214
H -2.552 -4.510 -0.446  0.389
H -4.383 -2.222 -1.286  0.347
H -2.758 -2.012 -0.657  0.180
C 2.072 0.853 -2.333  -0.842
C 0.720 0.762 -3.006  -0.302
O 0.495 -0.556 -3.543  -0.317
C 0.056 -1.461 -2.681  0.371
O -0.159 -1.274 -1.521  -0.511
C -0.188 -2.789 -3.401  0.908
F 0.808 -3.094 -4.234  -0.250
F -1.314 -2.736 -4.126  -0.266
F -0.317 -3.801 -2.542  -0.241
H 2.863 0.548 -3.020  0.335
H 2.263 1.869 -2.000  0.191
H 2.124 0.192 -1.467  0.308
H 0.675 1.444 -3.853  0.352
H -0.084 1.038 -2.324  0.296
C 2.278 1.167 3.926  -1.089
C 1.722 2.549 3.659  -0.221
O 2.554 3.269 2.730  -0.332
C 2.343 3.008 1.446  0.414
O 1.536 2.238 1.021  -0.506
C 3.265 3.883 0.589  0.861
F 4.508 3.916 1.076  -0.257
F 2.820 5.144 0.550  -0.272
F 3.346 3.451 -0.671  -0.233
H 3.314 1.231 4.264  0.312
H 1.689 0.660 4.689  0.370
H 2.269 0.558 3.022  0.293
H 1.719 3.136 4.575  0.317
H 0.696 2.505 3.295  0.323


8.
DFT (wB97M-V/def2-TZVPD) results for a molecular structure, C33H25N5O3S5SbW at a distorted geometry.

Calculated values
**Electronic energy**: -4070.525699 hartree
**Charge**: -1
**F_max**: 3.3 eV/A
**Relative energy (zero: lowest compared OMol25 entry of this formula, charge and spin)**: 23.8 kcal per mole
**2S+1**: 3

Each line ends with the Mulliken charge.
Geometry (Å):
W -1.229 -0.455 -1.508  0.048
N 2.192 2.822 7.930  -0.560
C 1.883 2.468 6.880  -0.059
C 1.493 2.037 5.578  0.537
C 1.071 2.964 4.623  -1.108
C 0.673 2.538 3.373  -0.169
C 0.663 1.180 3.033  0.299
C 1.098 0.263 3.999  -0.314
C 1.511 0.682 5.247  -1.105
C 0.200 0.735 1.712  1.588
C 0.920 -0.261 1.025  -1.393
C 2.123 -0.896 1.379  -0.500
C 2.352 -1.873 0.422  -1.828
C 1.306 -1.786 -0.488  -0.596
N 0.442 -0.803 -0.154  1.857
C -0.972 1.290 1.193  -1.011
C -1.890 2.097 1.907  -0.650
C -2.858 2.489 1.010  -1.661
C -2.525 1.911 -0.212  -0.063
N -1.411 1.140 -0.132  1.304
H 1.065 4.017 4.871  0.465
H 0.392 3.265 2.624  0.677
H 1.064 -0.793 3.773  0.581
H 1.833 -0.043 5.984  0.452
H 2.760 -0.652 2.213  0.756
H 3.178 -2.565 0.377  0.478
H 1.148 -2.385 -1.369  0.387
H -1.847 2.327 2.959  0.744
H -3.720 3.109 1.195  0.488
H -3.031 2.101 -1.146  0.481
S -4.376 -1.251 -4.800  -0.650
Sb -3.877 0.247 -3.171  0.840
S -1.656 1.181 -3.248  -0.510
S -3.641 -0.800 -1.017  -0.472
S -5.340 1.955 -2.962  -0.697
C -2.039 -3.392 1.866  -0.945
C -2.431 -4.547 1.191  -0.780
C -2.399 -4.550 -0.179  -0.727
C -1.963 -3.418 -0.875  0.880
N -1.565 -2.309 -0.212  0.251
C -1.626 -2.314 1.124  -0.321
C -1.901 -3.331 -2.317  0.831
C -2.231 -4.387 -3.165  -0.886
C -2.005 -4.287 -4.516  -0.709
C -1.443 -3.118 -5.008  -0.854
C -1.219 -2.080 -4.139  -0.404
N -1.458 -2.146 -2.817  0.954
H -2.069 -3.332 2.944  0.482
H -2.769 -5.414 1.742  0.426
H -2.725 -5.418 -0.732  0.401
H -1.343 -1.389 1.608  0.217
H -2.672 -5.278 -2.744  0.381
H -2.270 -5.093 -5.186  0.436
H -1.237 -2.995 -6.060  0.416
H -0.835 -1.136 -4.494  0.575
C 3.512 4.470 0.665  -1.690
C 3.053 3.368 -0.254  1.204
C 1.814 3.431 -0.886  -0.929
C 1.410 2.423 -1.748  -0.130
C 2.246 1.339 -1.969  -0.413
C 3.482 1.258 -1.350  -0.271
C 3.880 2.274 -0.497  -0.771
S 1.730 0.102 -3.131  1.751
O 1.523 0.779 -4.379  -0.791
O 2.684 -0.973 -3.126  -0.760
O 0.389 -0.423 -2.618  -0.073
H 2.837 5.324 0.626  0.348
H 4.514 4.800 0.389  0.446
H 3.548 4.122 1.700  0.293
H 1.161 4.279 -0.715  0.342
H 0.466 2.487 -2.275  0.268
H 4.104 0.396 -1.552  0.535
H 4.848 2.222 -0.011  0.382